Entry 1:
DFT (ωB97M-V/def2-TZVPD) results for C12H29N4O5Sr as an isolated structure in a non-equilibrium geometry.

Structure (XYZ):
```
51
Properties=species:S:1:pos:R:3:lowdin_charge:R:1
Sr -20.1384 -7.6715 -10.8447 1.592
O -21.4722 -10.9273 -12.9229 -0.490
H -21.5563 -11.7432 -13.4537 -0.106
C -20.3721 -15.5554 -18.9269 -0.334
O -20.1414 -15.9536 -20.0506 0.010
N -21.5197 -14.9011 -18.5427 -0.194
C -21.8227 -14.6732 -17.1227 -0.065
C -22.6016 -14.6386 -19.4650 -0.056
H -19.5969 -15.6997 -18.1585 0.129
H -22.1132 -13.6405 -16.9295 0.081
H -20.9501 -14.8301 -16.4886 0.077
H -22.5904 -15.3513 -16.7499 0.086
H -22.8063 -13.5680 -19.4613 0.089
H -22.3806 -14.9869 -20.4739 0.087
H -23.5142 -15.1661 -19.1875 0.088
C -14.6021 -11.0618 -10.7254 -0.381
O -15.6682 -10.5082 -10.8390 -0.021
N -14.3387 -12.2736 -11.1980 -0.183
C -13.1052 -12.9368 -10.9007 -0.060
C -15.4556 -13.0915 -11.7413 -0.020
H -13.6933 -10.5793 -10.3337 0.136
H -12.3394 -12.2222 -10.5989 0.088
H -12.7342 -13.4910 -11.7629 0.097
H -13.2961 -13.6070 -10.0625 0.095
H -16.4269 -12.6476 -11.5229 0.081
H -15.4627 -13.4053 -12.7852 0.090
H -15.4193 -14.0640 -11.2505 0.084
C -25.6473 -8.6068 -16.6960 -0.320
O -26.0270 -9.2150 -17.6918 0.007
N -26.3220 -7.5191 -16.2443 -0.197
C -27.4540 -6.8418 -16.8502 -0.042
C -25.8410 -6.8510 -15.0628 -0.096
H -24.6944 -8.8330 -16.1929 0.134
H -27.9480 -7.5389 -17.5270 0.091
H -27.1799 -5.9420 -17.4009 0.093
H -28.2022 -6.5483 -16.1140 0.086
H -25.1315 -7.4797 -14.5247 0.070
H -25.2533 -5.9725 -15.3290 0.087
H -26.5845 -6.6576 -14.2895 0.088
C -25.3750 -15.0930 -11.3482 -0.304
O -25.3937 -16.3326 -11.4895 -0.018
N -26.2616 -14.4190 -10.5548 -0.203
C -26.1367 -12.9868 -10.3047 -0.077
C -27.4225 -15.0017 -9.8630 -0.035
H -24.5878 -14.3948 -11.6723 0.128
H -25.2826 -12.4518 -10.7198 0.081
H -26.1099 -12.7926 -9.2324 0.080
H -27.0588 -12.5685 -10.7082 0.085
H -27.4223 -14.6982 -8.8161 0.085
H -28.3254 -14.6415 -10.3561 0.090
H -27.3821 -16.0907 -9.8877 0.089
```

## Properties
- spin multiplicity = 1
- net charge = +1
- energy (eV) = -29935.3642
- HOMO-LUMO gap (Ha) = 0.121


Entry 2:
DFT (ωB97M-V/def2-TZVPD) results for C12H29NO8P2RuSe2Te as an isolated structure.

Structure (XYZ):
```
56
Properties=species:S:1:pos:R:3:lowdin_charge:R:1
Ru -0.4038 -0.1562 -0.1313 0.200
O 1.9869 -4.1158 3.5089 -0.064
C 1.7338 -2.8861 4.1888 -0.231
C 1.0862 -1.8533 3.2429 -0.546
C 0.8562 -0.6320 4.1643 -0.241
O 0.7853 0.6305 3.5762 -0.097
C -0.1964 -2.5114 2.7268 -0.526
Se -1.4471 -1.6266 1.5006 0.667
C 2.0965 -1.5906 2.1263 -0.481
Se 1.7250 -0.2631 0.7331 0.728
H 2.3601 -4.7351 4.1399 0.083
H 2.6731 -2.4726 4.5733 0.120
H 1.0601 -3.0564 5.0381 0.128
H 1.7189 -0.5800 4.8404 0.120
H -0.0275 -0.8450 4.7850 0.133
H -0.1029 0.8026 3.2074 0.028
H -0.8322 -2.7142 3.5940 0.058
H 0.0682 -3.4749 2.2955 0.033
H 2.3162 -2.5356 1.6308 0.042
H 3.0313 -1.2337 2.5678 0.069
C 0.9108 -3.3964 -0.6107 -0.270
P -0.0012 -2.0191 -1.3726 0.551
C 0.9518 -1.7843 -2.8966 -0.277
C -1.5012 -2.8943 -1.9267 -0.294
H 0.8893 -4.2562 -1.2835 0.046
H 0.4606 -3.6708 0.3411 0.016
H 1.9463 -3.0957 -0.4534 0.031
H 1.1322 -2.7378 -3.3975 0.044
H 1.8934 -1.2981 -2.6413 0.035
H 0.4112 -1.1033 -3.5517 0.011
H -1.2215 -3.7418 -2.5566 0.041
H -2.1447 -2.2207 -2.4879 -0.016
H -2.0325 -3.2464 -1.0424 0.013
C -0.1216 4.4137 0.6298 -0.067
C -0.5950 3.8823 -0.7025 -0.311
O 0.3480 2.8959 -1.1389 -0.292
P 0.1644 2.0530 -2.4832 0.120
O 1.3691 1.2264 -2.6739 -0.361
Te -1.9187 0.8160 -2.3611 0.588
O 0.0497 3.1596 -3.6507 -0.278
C -1.1688 3.7931 -4.0548 -0.351
C -1.5552 3.3193 -5.4395 -0.089
H -0.8341 5.1497 1.0074 0.078
H 0.8553 4.8889 0.5300 0.076
H -0.0476 3.5955 1.3453 0.070
H -0.6376 4.6826 -1.4492 0.107
H -1.5802 3.4208 -0.6115 0.081
H -0.9785 4.8684 -4.0436 0.113
H -1.9668 3.5751 -3.3422 0.054
H -0.7450 3.5074 -6.1448 0.075
H -2.4500 3.8446 -5.7803 0.074
H -1.7632 2.2494 -5.4204 0.054
O -1.7819 1.4729 3.0258 -0.017
N -2.1791 1.4850 1.8585 -0.581
O -3.3562 1.5140 1.5567 0.025
O -1.2895 1.5012 0.9145 -0.320
```

## Properties
- spin multiplicity = 2
- net charge = -1
- ⟨S²⟩ = 0.76
- relative energy (zero: lowest compared OMol25 entry of this formula, charge and spin) (kcal per mole) = 29.1
- energy (eV) = -189932.3261
- HOMO-LUMO gap (alpha / beta) (Ha) = 0.250 / 0.240


Entry 3:
DFT (ωB97M-V/def2-TZVPD) results for C12H30AsF6MnN2O4 as an isolated structure in a non-equilibrium geometry.

Structure (XYZ):
```
56
Properties=species:S:1:pos:R:3:lowdin_charge:R:1
Mn -31.7576 -12.6858 33.5612 0.865
As -30.8589 -15.4222 31.0475 1.050
F -32.0887 -16.4922 31.9236 -0.289
F -29.5339 -16.0440 32.1130 -0.267
F -29.7103 -14.2889 30.2507 -0.269
F -32.1868 -14.6209 30.1394 -0.268
F -31.1945 -14.0609 32.2370 -0.312
F -30.6090 -16.7442 29.7480 -0.284
C -30.4083 -15.0872 35.1221 -0.032
O -31.2465 -13.9138 35.1266 -0.301
C -31.3105 -13.1965 36.3961 -0.119
C -32.4395 -12.1494 36.2717 -0.131
N -32.1336 -11.2283 35.1522 -0.115
C -30.9802 -10.3610 35.3029 -0.111
C -29.6132 -11.0115 34.6555 -0.113
O -29.9829 -11.7564 33.4646 -0.313
C -28.8472 -12.0420 32.6522 -0.034
H -29.3898 -14.7364 34.9559 0.096
H -30.7638 -15.7577 34.3397 0.088
H -30.1650 -15.6249 36.0385 0.105
H -30.2720 -12.8901 36.5219 0.123
H -31.5892 -13.8951 37.1851 0.138
H -32.5944 -11.5940 37.1967 0.134
H -33.4071 -12.6020 36.0550 0.119
H -32.9458 -10.6311 35.2131 0.136
H -30.8483 -9.8664 36.2653 0.132
H -31.1213 -9.5245 34.6185 0.117
H -28.9725 -11.5894 35.3216 0.116
H -28.9274 -10.1862 34.4638 0.126
H -28.0857 -12.6403 33.1525 0.111
H -28.4036 -11.1027 32.3219 0.108
H -29.1655 -12.6727 31.8221 0.080
C -37.8504 -13.1824 34.0550 -0.041
O -36.3887 -13.2594 34.0310 -0.241
C -35.9508 -14.6289 33.9740 -0.172
C -34.3735 -14.6474 33.9019 -0.151
N -33.8350 -13.4229 33.3318 -0.110
C -34.1474 -13.2761 31.9265 -0.165
C -33.5774 -11.9688 31.3276 -0.145
O -32.3514 -11.5953 31.9618 -0.288
C -31.8723 -10.3036 31.5855 -0.028
H -38.2438 -13.7663 33.2228 0.093
H -38.2097 -12.1602 33.9366 0.090
H -38.1181 -13.5393 35.0495 0.092
H -36.3837 -15.2351 33.1783 0.126
H -36.2290 -15.1066 34.9134 0.122
H -34.0726 -15.5261 33.3314 0.120
H -33.9518 -14.7228 34.9041 0.110
H -34.5551 -12.9020 33.8115 0.091
H -35.2251 -13.2103 31.7769 0.132
H -33.7375 -14.1471 31.4153 0.101
H -34.3883 -11.2617 31.5029 0.128
H -33.6260 -12.0568 30.2423 0.143
H -32.6133 -9.5117 31.6952 0.104
H -31.8804 -10.5209 30.5174 0.107
H -30.8716 -10.0215 31.9127 0.097
```

## Properties
- spin multiplicity = 6
- net charge = +1
- ⟨S²⟩ = 8.75
- relative energy (zero: lowest compared OMol25 entry of this formula, charge and spin) (kcal per mole) = 72.2
- energy (eV) = -132559.7020
- HOMO-LUMO gap (alpha / beta) (Ha) = 0.335 / 0.388


Entry 4:
DFT (ωB97M-V/def2-TZVPD) results for a 6-piece molecular cluster, C12H30Cl9O12P3 overall in a non-equilibrium geometry.

Structure (XYZ):
```
66
Properties=species:S:1:pos:R:3:lowdin_charge:R:1
C 0.4703 -5.0913 -3.4831 -0.077
O -0.4343 -4.9326 -2.3854 -0.238
P -0.1179 -5.5690 -0.9553 0.367
O 1.2402 -5.3151 -0.4897 -0.222
O -1.2768 -4.8725 -0.1085 -0.216
C -2.6466 -5.1475 -0.3661 -0.102
O -0.5964 -7.0900 -1.1062 -0.211
C 0.3746 -8.1365 -1.1179 -0.094
H 1.3433 -5.6876 -3.2207 0.085
H 0.8629 -4.1149 -3.7751 0.088
H -0.1241 -5.4785 -4.3076 0.091
H -3.0805 -6.0303 0.1017 0.090
H -2.8101 -5.2327 -1.4463 0.087
H -3.2117 -4.2678 -0.0555 0.092
H 1.3471 -7.8259 -1.5040 0.082
H -0.0285 -8.9281 -1.7399 0.089
H 0.5868 -8.4870 -0.1083 0.092
C 2.4716 5.7250 1.0198 -0.095
O 1.5204 5.4673 -0.0067 -0.215
P 0.3233 6.4997 -0.2309 0.363
O 0.6675 7.9061 -0.3649 -0.210
O -0.5850 6.1681 1.0381 -0.230
C -1.7447 6.9368 1.3098 -0.102
O -0.4335 5.8457 -1.4784 -0.193
C -0.8818 4.5054 -1.4239 -0.106
H 2.8431 4.7751 1.4001 0.087
H 2.0235 6.2573 1.8620 0.086
H 3.3030 6.3150 0.6360 0.092
H -1.5268 7.6622 2.0960 0.091
H -2.5649 6.2810 1.5921 0.088
H -2.0932 7.5526 0.4748 0.091
H -0.3726 3.8911 -2.1696 0.091
H -1.9549 4.4897 -1.6279 0.098
H -0.7284 3.9756 -0.4833 0.057
C -0.4271 1.8472 1.2984 -0.131
O -1.3331 1.5822 0.2356 -0.199
P -0.7191 0.6476 -0.9102 0.393
O 0.4749 1.1618 -1.5820 -0.239
O -1.9785 0.4433 -1.8773 -0.206
C -1.7923 0.2665 -3.2930 -0.079
O -0.5734 -0.7305 -0.1316 -0.198
C -0.2293 -1.8672 -0.9262 -0.098
H -0.4491 2.9035 1.5669 0.087
H 0.5626 1.4548 1.0339 0.076
H -0.6076 1.3018 2.2334 0.029
H -0.7346 0.3073 -3.5450 0.079
H -2.3482 1.0680 -3.7760 0.090
H -2.2277 -0.6891 -3.5799 0.087
H -1.1314 -2.3789 -1.2589 0.085
H 0.3630 -2.5574 -0.3294 0.049
H 0.3849 -1.6291 -1.7987 0.089
Cl -0.7787 1.6065 7.3901 0.527
C -1.5796 1.0655 5.9194 -1.555
Cl -1.7395 2.3840 4.7549 0.536
Cl -3.1668 0.4050 6.3383 0.521
H -0.9635 0.2999 5.4650 -0.025
Cl 3.9803 -1.4555 3.6710 0.546
C 2.2888 -1.9141 3.5827 -1.517
Cl 1.9215 -2.8797 2.1471 0.545
Cl 1.2290 -0.4763 3.5391 0.536
H 2.0754 -2.5382 4.4399 0.013
Cl 3.6249 -0.9913 -0.6665 0.508
C 3.3746 0.5076 -1.5979 -1.545
Cl 3.2804 0.1218 -3.3198 0.516
Cl 4.6205 1.7163 -1.2710 0.526
H 2.4338 0.9702 -1.3276 -0.046
```

## Properties
- spin multiplicity = 1
- structure (SMILES) = COP(=O)(OC)OC.COP(=O)(OC)OC.COP(=O)(OC)OC.ClC(Cl)Cl.ClC(Cl)Cl.ClC(Cl)Cl
- relative energy (zero: lowest compared OMol25 entry of this formula, charge and spin) (kcal per mole) = 0.0
- energy (eV) = -178075.6463
- HOMO-LUMO gap (Ha) = 0.402


Question: Look up the spin multiplicity of the fourth one.
Answer: 1


Question: Look up the energy of the second one.
Answer: -189932.3261 eV


Question: What is the energy in the first record?
Answer: -29935.3642 eV


Question: spin multiplicity of number 4 (C12H30Cl9O12P3)?
Answer: 1